The following is a quantum chemistry calculation of a structure of composition C3H6O2 at a distorted geometry, from the OMol25 dataset.

Output
Energy (a.u.): -267.95780
HOMO energy (eV): -10.1
Gap between HOMO and LUMO (Ha): 0.3590
LUMO level (eV): -0.300
Energy relative to the best compared isomer or geometry (same formula, charge and spin) (kJ/mol): 1174.72

Element x y z (Å)
C: 0.19078 -1.02453 0.36352
C: 0.45068 0.76297 0.86571
C: -0.52975 0.32490 -1.19625
H: 1.16418 -2.19503 1.01857
H: -1.22770 -1.49653 0.46436
H: 1.74287 0.94068 1.27141
H: -0.28281 1.16957 2.02272
H: -0.74591 0.83919 -2.31261
H: -1.56059 -0.23752 -0.82358
O: -0.02721 1.44883 -0.36749
O: 0.82547 -0.53252 -1.30635

These are the natural (NBO) partial charges, in e, on atoms 1 to 4: -0.241, -0.116, 0.153, 0.251


The following is a quantum chemistry calculation of the ion C3H6O2P3 with charge -1 at a distorted geometry, from the OMol25 dataset.

Output
Total charge: -1
Energy (a.u.): -1292.40701
HOMO energy (eV): -2.8
Gap between HOMO and LUMO (Ha): 0.2374
LUMO level (eV): 3.662
Energy relative to the best compared isomer or geometry (same formula, charge and spin) (kJ/mol): 180.64

Element x y z (Å)
C: -0.61287 1.33480 -1.06486
C: 0.93210 1.13018 0.77055
C: 0.00135 1.86519 0.09160
O: -1.46117 1.95360 -1.66004
O: -0.39223 0.09473 -1.36115
P: -0.95451 -0.87206 1.57073
P: -1.16887 -1.19138 -0.51839
P: 0.16847 -2.82080 -1.12201
H: 1.52060 0.35667 0.19822
H: 1.25051 1.32040 1.75644
H: 0.29650 -0.16713 1.37231
H: -0.41123 2.81034 0.37702
H: 1.14867 -2.27776 -0.42960
H: -0.31733 -3.53676 0.01918

These are the natural (NBO) partial charges, in e, on atoms 1 to 4: 0.732, -0.350, -0.380, -0.631


The following is a quantum chemistry calculation of a cluster of 2 separate species, C3H6O2PS in total at a distorted geometry, from the OMol25 dataset.

Output
Total charge: -1
Energy (a.u.): -1007.94848
HOMO energy (alpha / beta) (eV): -3.9 / -3.9
Gap between HOMO and LUMO (alpha / beta) (Ha): 0.2738 / 0.2739
LUMO level (alpha / beta) (eV): 3.520 / 3.520
Energy relative to the best compared isomer or geometry (same formula, charge and spin) (kJ/mol): 252.70

Element x y z (Å)
C: -0.29519 0.32400 -1.09246
C: -0.80522 0.02683 0.10131
C: -0.80198 0.06993 -2.50674
O: 0.18000 0.29793 3.67200
O: 1.54108 -1.24415 2.17550
P: 0.80764 0.31138 2.33938
S: 1.95171 1.87139 1.80406
H: 0.84252 0.56049 -1.01526
H: -1.78342 -0.47603 0.25894
H: -0.74199 0.86460 -3.30863
H: -1.82364 -0.19922 -2.38877
H: -0.31368 -0.66161 -2.99447
H: 1.24217 -1.74555 2.95513

These are the natural (NBO) partial charges, in e, on atoms 1 to 4: -0.330, -0.404, -0.634, -1.127


The following is a quantum chemistry calculation of the ion C3H6O2PS with charge -1 at a distorted geometry, from the OMol25 dataset.

Output
Total charge: -1
Energy (a.u.): -1008.03602
SMILES: C/C=C/[P@@]([O-])(O)=S
HOMO energy (eV): -4.0
Gap between HOMO and LUMO (Ha): 0.2796
LUMO level (eV): 3.647
Energy relative to the best compared isomer or geometry (same formula, charge and spin) (kJ/mol): 22.86

Element x y z (Å)
C: -0.12607 0.03740 -2.21943
C: 0.10924 0.20873 -0.74407
C: -0.29938 -0.66968 0.13971
P: -0.13532 -0.29416 1.91751
O: -0.06007 -1.48632 2.76088
O: 1.43903 0.34666 1.82978
S: -1.39047 1.12531 2.37583
H: 0.18098 0.98615 -2.70613
H: -1.15936 -0.14667 -2.26574
H: 0.56754 -0.82405 -2.68855
H: 0.53227 1.01996 -0.26394
H: -0.96166 -1.53614 0.06289
H: 1.30326 1.23281 1.80125

These are the natural (NBO) partial charges, in e, on atoms 1 to 4: -0.643, -0.183, -0.564, 1.881


The following is a quantum chemistry calculation of a cluster of 2 separate species, C3H6O2S in total at a distorted geometry, from the OMol25 dataset.

Output
Energy (a.u.): -666.31190
HOMO energy (alpha / beta) (eV): -9.4 / -9.3
Gap between HOMO and LUMO (alpha / beta) (Ha): 0.2955 / 0.2648
LUMO level (alpha / beta) (eV): -1.362 / -2.071
Energy relative to the best compared isomer or geometry (same formula, charge and spin) (kJ/mol): 740.74

Element x y z (Å)
C: -0.98926 0.32919 0.72779
C: -0.42584 1.45549 0.06930
C: 0.57707 -1.78047 -0.54284
O: -2.87208 -1.45629 0.62977
O: -3.49120 0.78944 -0.33348
S: -2.47720 -0.17644 0.03327
H: 0.48837 1.07139 -0.53236
H: -1.04200 2.03581 -0.56799
H: -0.05620 2.10876 0.85996
H: 1.60693 -1.34284 -0.16863
H: 0.33784 -1.63518 -1.58077
H: -0.01564 -2.19618 0.28913

These are the natural (NBO) partial charges, in e, on atoms 1 to 4: -0.184, -0.788, -0.504, -0.845


The following is a quantum chemistry calculation of an isolated molecule of C3H6O2S at a distorted geometry, from the OMol25 dataset.

Output
Energy (a.u.): -666.50961
SMILES: OC[C@]1(O)CS1
HOMO energy (eV): -9.0
Gap between HOMO and LUMO (Ha): 0.3567
LUMO level (eV): 0.663
Energy relative to the best compared isomer or geometry (same formula, charge and spin) (kJ/mol): 221.66

Element x y z (Å)
O: -1.17647 -0.80028 -1.19769
C: 0.15179 -0.35943 -0.98700
C: 0.26145 0.14157 0.52663
O: -0.52029 -0.51546 1.40228
C: 0.65968 1.52884 0.86075
S: 2.11549 0.43519 0.89871
H: -1.74243 -0.41942 -0.41706
H: 0.88962 -1.27114 -1.35656
H: 0.50212 0.51074 -1.48809
H: -0.17796 -1.37706 1.63650
H: 0.76644 2.28374 0.05397
H: 0.31927 1.79474 1.87077

These are the natural (NBO) partial charges, in e, on atoms 1 to 4: -0.717, -0.082, 0.204, -0.704


The following is a quantum chemistry calculation of an isolated molecule of C3H6O2S at a distorted geometry, from the OMol25 dataset.

Output
Energy (a.u.): -666.45448
SMILES: CC(C)=S(=O)=O
HOMO energy (eV): -9.1
Gap between HOMO and LUMO (Ha): 0.2977
LUMO level (eV): -1.006
Energy relative to the best compared isomer or geometry (same formula, charge and spin) (kJ/mol): 366.40

Element x y z (Å)
C: -0.96874 0.44082 1.09937
C: -0.14205 -0.08542 -0.02986
C: 1.51758 -0.36343 0.14493
S: -0.57376 0.24937 -1.65498
O: 0.30473 -0.36818 -2.65342
O: -1.96631 0.27375 -1.85056
H: -0.71790 1.27231 1.58195
H: -2.07982 0.53616 0.85011
H: -0.86911 -0.52085 1.79905
H: 1.71574 -0.11279 1.19272
H: 2.11140 0.13094 -0.58563
H: 1.66825 -1.45268 0.10632

These are the natural (NBO) partial charges, in e, on atoms 1 to 4: -0.654, -0.276, -0.621, 1.947


The following is a quantum chemistry calculation of a cluster of 2 separate species, C3H6O3 in total, from the OMol25 dataset.

Output
Total charge: -1
2S+1: 2
Expectation value of S²: 0.75
Energy (a.u.): -343.63539
HOMO energy (alpha / beta) (eV): -1.3 / -4.5
Gap between HOMO and LUMO (alpha / beta) (Ha): 0.1852 / 0.2999
LUMO level (alpha / beta) (eV): 3.700 / 3.657
Energy relative to the best compared isomer or geometry (same formula, charge and spin) (kJ/mol): 0.00

Element x y z (Å)
O: 0.92473 2.62870 -0.43758
C: 2.00991 2.14143 -0.11128
O: 3.18256 2.50428 -0.21480
C: -0.15086 -0.84573 -0.33060
H: -0.20907 -0.93608 -1.42554
H: 0.65435 -0.14282 -0.05202
C: -1.47692 -0.36180 0.22971
H: -1.41259 -0.23041 1.32091
H: -1.75074 0.60431 -0.21915
H: -2.28308 -1.07689 0.00981
O: 0.19832 -2.16215 0.13834
H: 0.31339 -2.12285 1.09219

These are the natural (NBO) partial charges, in e, on atoms 1 to 4: -0.759, 0.543, -0.746, -0.084


The following is a quantum chemistry calculation of an isolated molecule of C3H6O3 at a distorted geometry, from the OMol25 dataset.

Output
Energy (a.u.): -343.38406
HOMO energy (eV): -8.9
Gap between HOMO and LUMO (Ha): 0.2040
LUMO level (eV): -3.329
Energy relative to the best compared isomer or geometry (same formula, charge and spin) (kJ/mol): 710.18

Element x y z (Å)
O: -2.04862 -0.69866 0.88273
C: -1.19855 0.05764 0.18034
O: -1.45690 -0.11559 -1.23092
C: 0.45856 -0.50280 0.31565
C: 1.39775 0.20873 -0.44892
O: 2.62412 0.90562 0.38742
H: -2.11023 -0.81902 -1.15028
H: -1.01737 1.16392 0.38509
H: 0.85137 -1.45843 0.81132
H: 1.98851 -0.21853 -1.28906
H: 0.76937 1.16952 -0.73720
H: 2.62297 0.85012 1.38396

These are the natural (NBO) partial charges, in e, on atoms 1 to 4: -0.778, 0.389, -0.739, 0.304


The following is a quantum chemistry calculation of an isolated molecule of C3H6O3 at a distorted geometry, from the OMol25 dataset.

Output
Energy (a.u.): -343.54894
SMILES: O=C[C@H](O)CO
HOMO energy (eV): -9.9
Gap between HOMO and LUMO (Ha): 0.3813
LUMO level (eV): 0.458
Energy relative to the best compared isomer or geometry (same formula, charge and spin) (kJ/mol): 277.28

Element x y z (Å)
O: -1.46659 1.47861 -1.00810
C: -0.55286 1.27348 -0.24414
C: 0.38584 0.08741 -0.50336
O: -0.52984 -1.09518 -0.96162
C: 0.90417 -0.35834 0.86001
O: -0.35352 -0.77239 1.32641
H: -0.39559 1.90965 0.65893
H: 1.01845 0.16084 -1.37862
H: -1.35532 -0.72377 -1.33753
H: 1.66190 -1.15481 0.77849
H: 1.40692 0.44066 1.47145
H: -0.72355 -1.24616 0.33809

These are the natural (NBO) partial charges, in e, on atoms 1 to 4: -0.529, 0.420, -0.031, -0.715


The following is a quantum chemistry calculation of a cluster of 3 separate species, C3H6O3 in total at a distorted geometry, from the OMol25 dataset.

Output
Energy (a.u.): -343.54412
SMILES: C=C=O.C=O.O
HOMO energy (eV): -9.6
Gap between HOMO and LUMO (Ha): 0.3740
LUMO level (eV): 0.573
Energy relative to the best compared isomer or geometry (same formula, charge and spin) (kJ/mol): 289.95

Element x y z (Å)
C: 3.46111 -0.25732 -0.85552
C: 3.04456 -0.96251 0.18269
O: 2.72170 -1.56134 1.14578
H: 3.61374 -0.74208 -1.80183
H: 3.89545 0.68593 -0.67772
C: -0.01124 1.38472 0.68530
O: 0.27555 2.57044 0.45986
H: -1.05673 1.06193 0.86627
H: 0.62984 0.54173 0.38627
O: -5.46396 -0.77725 0.25756
H: -6.15882 -0.58127 -0.33881
H: -4.95119 -1.36301 -0.30985

These are the natural (NBO) partial charges, in e, on atoms 1 to 4: -0.786, 0.722, -0.463, 0.263


The following is a quantum chemistry calculation of an isolated molecule of C3H6O3 at a distorted geometry, from the OMol25 dataset.

Output
Energy (a.u.): -343.59839
SMILES: O=C(CO)CO
HOMO energy (eV): -10.8
Gap between HOMO and LUMO (Ha): 0.4179
LUMO level (eV): 0.550
Energy relative to the best compared isomer or geometry (same formula, charge and spin) (kJ/mol): 147.46

Element x y z (Å)
O: 0.02718 -1.50330 -0.01223
C: -0.00229 -0.25784 -0.05250
C: 1.33794 0.45745 -0.10695
O: 2.33078 -0.48913 0.09643
C: -1.34902 0.45790 0.08933
O: -2.39113 -0.51717 -0.06811
H: 1.29909 1.23977 0.69469
H: 1.40520 0.99728 -1.08258
H: 1.91125 -1.38155 -0.06084
H: -1.39241 1.02535 1.08462
H: -1.33008 1.31077 -0.66824
H: -1.84651 -1.33955 0.08638

These are the natural (NBO) partial charges, in e, on atoms 1 to 4: -0.592, 0.549, -0.157, -0.709